1.
# C26H22AsF7N4O3Rh

C26H22AsF7N4O3Rh as an isolated structure in a non-equilibrium geometry (ωB97M-V/def2-TZVPD, the Open Molecules 2025 dataset).

ΔE to the lowest compared entry with this formula, charge and spin	272.4	kJ/mol
multiplicity	2
Kohn-Sham gap (alpha / beta)	5.4469 / 4.6905	eV
total charge	+2
DFT total energy	-122271.652	eV
LUMO level (alpha / beta)	-8.4143 / -9.1829	eV

```
64
Properties=species:S:1:pos:R:3:forces:R:3
Rh -0.088400 0.272300 -0.237100 0.828 1.993 3.894
F 0.458400 -2.323700 6.073700 0.026 -0.180 0.097
C 0.435400 -1.009300 5.807700 -0.125 0.367 -0.390
C 0.336300 -0.629900 4.498800 0.078 -0.069 0.438
C 0.242400 0.721200 4.154200 -0.224 -0.105 -0.233
C -0.014900 1.083300 2.764300 0.602 2.459 1.246
O -0.352900 0.172700 1.977500 -0.243 -1.791 -3.212
C 0.079900 2.482500 2.499700 0.069 -0.512 -0.869
C 0.200600 3.371800 3.537600 -0.032 -0.291 -0.223
N 0.243100 3.020200 4.827300 -0.082 0.106 -0.151
C 0.166000 4.046600 5.836100 0.058 0.328 0.412
C -1.062100 4.093400 6.704300 -0.037 0.014 0.013
C -0.843200 5.139600 5.659800 0.001 0.049 -0.016
C 0.310300 1.688800 5.175300 -0.123 -0.597 -0.307
C 0.424400 1.277700 6.507600 0.026 -0.191 0.090
C 0.455900 -0.070400 6.869300 0.023 0.364 -0.821
N 0.526400 -0.453800 8.190900 0.289 -0.067 0.448
C -0.091200 0.301000 9.253100 -0.042 0.011 0.146
C 0.954900 0.601200 10.339400 -0.702 0.694 -0.200
N 1.891900 -0.558500 10.448200 0.545 -0.032 0.189
C 1.210800 -1.829100 10.092800 -0.332 -0.707 -0.305
C 0.876100 -1.807800 8.596500 -0.007 -0.251 -0.168
C -0.006200 3.121300 1.082700 -0.310 0.451 4.172
O -0.048400 4.329300 1.069100 0.169 -0.112 -1.037
O -0.065500 2.325600 0.110900 -0.943 -2.351 -3.711
H 0.327900 -1.379500 3.724300 -0.071 -0.129 -0.049
H 0.235500 4.430300 3.306200 -0.086 -0.077 0.034
H 1.124600 4.291200 6.279500 -0.044 0.021 -0.012
H -0.949100 4.364100 7.742900 0.098 0.050 0.060
H -1.837800 3.366500 6.519200 -0.035 -0.111 -0.094
H -0.581200 6.138800 5.963300 0.171 0.064 0.079
H -1.473700 5.113000 4.786000 -0.077 -0.095 -0.103
H 0.498100 2.040000 7.265300 0.006 0.012 0.086
H -0.914500 -0.284800 9.679300 -0.034 0.141 0.008
H -0.518100 1.230900 8.882300 0.049 -0.068 0.091
H 0.457500 0.762000 11.297000 0.196 -0.131 0.037
H 1.530800 1.494100 10.094200 0.097 -0.155 0.050
H 2.287400 -0.608000 11.394700 -0.028 0.025 -0.252
H 2.676000 -0.431500 9.795400 -0.145 0.055 0.216
H 0.317100 -1.925600 10.712100 0.162 0.133 0.018
H 1.861500 -2.678700 10.304200 0.020 0.177 0.090
H 0.062300 -2.521500 8.411500 0.189 0.024 0.131
H 1.743800 -2.131400 8.014700 -0.108 -0.044 0.153
F 1.553300 -1.125000 -0.627900 0.050 0.262 0.135
As 3.261100 -0.290900 0.007800 -1.504 -0.014 1.340
F 3.001500 0.748900 -1.342800 0.286 -0.434 0.461
F 2.089600 0.837800 0.913600 -0.054 -0.806 -1.160
F 4.560800 0.549100 0.711600 -0.282 -0.281 -0.426
F 3.012000 -1.354300 1.380200 0.326 0.608 -0.996
F 4.149500 -1.441300 -0.853800 -0.283 0.263 0.075
N -9.818600 -0.370300 0.577800 -0.558 0.017 0.132
C -8.695300 -0.422000 0.359500 -0.016 -0.059 -0.121
C -7.308100 -0.467700 0.097200 0.665 0.045 -0.064
C -6.565200 -1.611300 0.440200 0.370 -0.174 0.070
C -5.203300 -1.620500 0.263700 -0.438 -0.272 0.260
C -4.550800 -0.481100 -0.263700 0.599 0.059 -0.209
C -5.312300 0.658900 -0.624100 -0.501 0.193 -0.226
C -6.674400 0.654400 -0.464500 0.268 0.231 -0.070
C -3.171900 -0.442500 -0.444200 0.002 -0.178 -0.232
C -1.949200 -0.345800 -0.618200 1.150 1.088 0.992
H -7.074400 -2.467200 0.857200 -0.005 -0.050 0.008
H -4.617900 -2.482400 0.543000 0.038 -0.090 -0.028
H -4.806800 1.515100 -1.043600 0.021 0.068 -0.021
H -7.267400 1.508600 -0.756500 -0.007 0.050 0.036
```
Positions in Å, forces in eV/Å.

These are the Löwdin partial charges, in e, on atoms 1 to 2: Rh 1.311; F 0.082

***

2.
# C26H22AuCl2NO4Sb

C26H22AuCl2NO4Sb as an isolated structure (ωB97M-V/def2-TZVPD, the Open Molecules 2025 dataset).

ΔE to the lowest compared entry with this formula, charge and spin	49.3	kJ/mol
multiplicity	3
Kohn-Sham gap (alpha / beta)	7.9720 / 4.5058	eV
total charge	+3
DFT total energy	-72244.453	eV
LUMO level (alpha / beta)	-9.0046 / -12.7310	eV

```
57
Properties=species:S:1:pos:R:3:forces:R:3
Au -1.151136 -0.510113 -0.269104 0.245 0.071 0.124
O -1.806883 3.806242 -1.215274 -0.006 -0.090 0.030
C -1.531306 2.577836 -0.838418 -0.011 0.099 0.148
O -1.393662 1.631914 -1.577596 -0.055 -0.025 -0.137
C -1.374161 2.466976 0.659156 0.003 -0.085 -0.041
C -1.582384 3.553878 1.493934 0.008 0.035 -0.013
C -1.407452 3.379576 2.853820 -0.010 0.029 0.046
C -0.981577 2.145028 3.319664 0.017 -0.012 0.013
C -0.775311 1.109478 2.422233 0.053 -0.039 -0.049
N -1.004846 1.266124 1.110327 -0.077 -0.024 -0.032
C -0.215050 -0.238881 2.839529 -0.066 0.056 0.055
O 0.067375 -0.446656 4.111812 -0.004 -0.033 -0.121
O 0.008121 -1.112423 2.034759 0.069 -0.042 -0.010
H -1.917845 3.850711 -2.179415 0.000 0.020 -0.065
H -1.879554 4.506501 1.080436 -0.010 -0.011 -0.008
H -1.586336 4.194301 3.542752 0.012 -0.004 -0.004
H -0.822056 2.022387 4.382397 0.005 0.024 -0.002
H -0.148909 0.287935 4.697890 -0.025 0.042 0.074
Cl 5.064808 0.279593 -1.592169 0.068 0.001 -0.029
C 4.000405 1.286227 -0.630576 -0.147 -0.071 0.014
Cl 2.306826 0.654849 -0.653894 0.128 0.175 0.107
H 3.966588 2.287123 -1.042858 0.019 -0.006 -0.051
H 4.328658 1.278781 0.400934 -0.009 0.025 0.015
C 1.461118 -5.473106 -5.123461 -0.010 0.011 0.025
C 0.584029 -4.416112 -5.342533 -0.025 0.016 -0.015
C 0.394598 -3.455685 -4.363274 0.054 -0.128 0.020
C 1.071294 -3.595012 -3.149329 0.215 0.171 -0.224
C 1.986604 -4.627400 -2.932407 -0.122 -0.065 -0.089
C 2.155939 -5.581333 -3.924215 0.011 -0.006 0.025
Sb 0.796155 -2.144136 -1.664300 -0.330 -0.270 0.087
C -1.285673 -2.495054 -1.062669 0.126 0.047 0.110
C -2.199370 -2.419171 -2.143502 -0.009 0.017 0.027
C -3.397373 -3.099852 -2.069894 -0.015 -0.014 -0.011
C -3.695342 -3.858852 -0.939735 -0.008 0.009 -0.010
C -2.810563 -3.937729 0.133071 0.022 0.000 -0.004
C -1.606620 -3.261159 0.085871 -0.098 -0.052 -0.074
C 2.258992 -2.779413 -0.226246 0.302 0.175 -0.113
C 2.037968 -3.258845 1.028023 0.150 -0.072 0.160
C 3.156684 -3.587721 1.878234 0.214 0.073 -0.153
C 4.498392 -3.425869 1.448765 -0.336 -0.089 0.219
C 4.729567 -2.940636 0.197431 -0.112 0.054 -0.157
C 3.620209 -2.614139 -0.646298 -0.246 -0.087 0.090
H 1.608734 -6.215819 -5.895684 0.009 0.002 -0.011
H 0.057289 -4.332440 -6.283495 -0.001 -0.012 0.001
H -0.276463 -2.628540 -4.553854 0.022 0.040 0.002
H 2.518996 -4.739914 -1.997017 0.023 0.021 0.010
H 2.832480 -6.409285 -3.760329 -0.005 -0.004 -0.006
H -1.969569 -1.827057 -3.021463 0.009 0.001 0.000
H -4.100385 -3.043315 -2.890033 -0.011 0.007 0.018
H -4.638420 -4.388210 -0.890257 0.012 -0.016 -0.008
H -3.063858 -4.525830 1.004811 -0.012 0.009 -0.001
H -0.934548 -3.306812 0.930109 0.004 0.021 -0.003
H 1.046315 -3.398715 1.429252 0.021 0.020 0.052
H 2.961602 -3.961465 2.876971 -0.031 -0.008 -0.020
H 5.311753 -3.688321 2.112011 -0.016 -0.006 0.010
H 5.736359 -2.802565 -0.175757 -0.026 0.024 -0.033
H 3.836677 -2.243424 -1.642776 0.011 -0.025 0.015
```
Positions in Å, forces in eV/Å.

These are the Löwdin partial charges, in e, on atoms 1 to 2: Au 0.874; O 0.185

***

3.
# C26H22Cl45GaNO2

C26H22Cl45GaNO2 as an isolated structure in a non-equilibrium geometry (ωB97M-V/def2-TZVPD, the Open Molecules 2025 dataset).

ΔE to the lowest compared entry with this formula, charge and spin	63.4	kJ/mol
multiplicity	1
Kohn-Sham gap	6.6209	eV
total charge	-1
DFT total energy	-648787.836	eV
LUMO level	1.1713	eV

```
97
Properties=species:S:1:pos:R:3:forces:R:3
C -2.211288 2.430007 1.045939 0.356 -0.362 -0.563
C -2.219186 1.796666 -0.367117 0.610 -0.455 0.894
Ga -0.353429 1.004095 -0.665341 -0.459 1.055 -0.983
C 1.111247 2.463470 -0.401700 -0.394 -0.671 -0.078
C 0.997645 3.639223 -1.335807 0.243 -0.607 1.013
C -0.234720 4.507814 -1.131731 0.351 0.733 -0.576
Cl 2.485814 4.740698 -1.023092 0.003 0.116 -0.361
C -0.118049 0.227120 -2.524885 -0.185 0.600 1.425
C -0.143767 1.047586 -3.626828 -0.249 1.620 0.402
C 0.049596 0.584491 -4.882566 0.099 0.720 -2.254
C 0.275926 -0.734961 -5.129381 -0.057 -0.560 -0.709
C 0.268080 -1.568791 -4.053707 0.372 -1.840 -0.811
C 0.074538 -1.097852 -2.798413 -0.007 -1.173 1.587
N -0.070962 -0.253556 0.826674 -0.102 -0.818 0.189
C 1.200349 -0.847800 0.829964 0.898 -0.017 0.331
C 2.197629 -0.253182 1.838907 -1.073 0.344 -0.690
O 1.552156 -1.792244 0.141686 -0.560 0.137 0.402
C -1.118728 -1.187451 0.975930 -0.457 -0.802 -0.287
C -1.475432 -1.535216 2.429363 1.271 0.450 -0.056
O -1.754311 -1.697292 0.071739 0.239 0.612 0.382
H -3.067604 3.080667 1.231515 -0.002 0.051 0.227
H -1.273617 2.969907 1.200841 -0.187 0.302 0.164
H -2.180176 1.610362 1.770694 -0.227 0.168 0.164
H -2.956651 0.988362 -0.333242 -0.073 0.132 -0.488
H -2.455688 2.520649 -1.147764 -0.152 -0.091 0.001
H 1.087631 2.768858 0.648624 0.008 0.215 -0.038
H 2.060187 1.939836 -0.567980 -0.007 0.122 -0.008
H 1.141973 3.289052 -2.354975 -0.053 0.367 -0.092
H 0.026349 5.533730 -1.408056 -0.137 -0.055 -0.049
H -1.053705 4.219740 -1.793281 -0.028 -0.272 0.233
H -0.561416 4.548827 -0.093615 0.011 -0.274 -0.027
H -0.319894 2.117240 -3.548110 -0.029 0.048 0.272
H 0.060816 1.248284 -5.742810 -0.096 0.257 0.164
H 0.459542 -1.121760 -6.124505 -0.072 0.096 -0.104
H 0.443164 -2.628601 -4.206470 -0.081 0.255 0.105
H 0.080109 -1.828359 -1.996175 0.019 0.120 0.142
H 3.199046 -0.250976 1.415205 0.049 -0.056 0.216
H 1.837606 0.747436 2.088875 0.346 0.005 0.065
H 2.116344 -0.873161 2.736313 0.247 0.017 -0.045
H -0.688114 -1.140019 3.082534 -0.090 -0.036 -0.037
H -2.383125 -1.022837 2.734210 -0.188 -0.190 -0.287
H -1.514606 -2.611678 2.597269 -0.418 0.047 -0.225
C -0.756653 -5.456268 -4.998915 -0.070 0.153 0.115
Cl 0.910596 -4.964154 -4.688164 0.081 -0.357 -0.068
Cl -1.833225 -4.637038 -3.868419 0.253 0.072 -0.105
Cl -1.187541 -5.017258 -6.656665 -0.052 -0.038 0.202
Cl -0.905428 -7.209556 -4.792765 0.001 0.007 -0.024
C 5.964519 -1.321550 4.225648 -0.057 -0.002 -0.090
Cl 5.100054 -2.037478 2.868645 0.064 -0.052 0.024
Cl 7.613030 -0.914613 3.727056 -0.018 -0.007 0.019
Cl 5.128381 0.145603 4.747757 0.019 -0.016 -0.003
Cl 6.024380 -2.475476 5.567745 0.014 0.022 -0.001
C -3.143349 5.240705 5.731783 0.013 -0.035 -0.023
Cl -4.709241 6.019147 6.011677 0.028 -0.003 0.009
Cl -2.120066 5.449184 7.161274 -0.025 0.010 -0.027
Cl -3.387891 3.520220 5.430385 0.001 -0.005 -0.008
Cl -2.359136 5.977867 4.335174 -0.060 0.021 0.028
C 5.838428 -2.757627 -1.108153 -0.240 -0.104 0.061
Cl 5.958004 -3.016899 -2.852028 0.024 0.016 0.013
Cl 7.065655 -3.733810 -0.279906 0.039 0.022 -0.001
Cl 6.105237 -1.048773 -0.749266 0.109 -0.090 0.179
Cl 4.231799 -3.224152 -0.551588 0.106 0.143 -0.034
C -4.499488 -1.765469 5.268269 0.082 0.030 -0.098
Cl -2.744056 -1.574998 5.336992 -0.219 -0.026 0.265
Cl -4.937093 -3.382635 5.849982 0.312 0.461 -0.384
Cl -5.270314 -0.550278 6.295585 0.016 -0.007 0.004
Cl -5.055936 -1.570138 3.604847 0.015 -0.014 0.081
C -4.739864 -7.886362 -3.225960 0.027 0.093 0.013
Cl -4.650080 -8.097973 -4.979795 -0.007 -0.005 0.027
Cl -3.451255 -8.818966 -2.453662 -0.033 0.005 -0.013
Cl -4.551939 -6.179458 -2.829014 -0.192 -0.187 0.063
Cl -6.310102 -8.462538 -2.644771 0.014 -0.014 -0.012
C 2.393603 5.586318 3.052101 0.138 -0.042 -0.129
Cl 3.383120 4.357917 2.263812 -0.164 0.027 0.201
Cl 3.142314 6.018431 4.606524 0.018 0.065 0.079
Cl 2.303522 7.023430 2.033738 0.063 -0.329 -0.300
Cl 0.762120 4.989285 3.357093 0.068 -0.122 -0.083
C 4.749721 0.393014 -4.986923 -0.110 -0.099 0.124
Cl 5.976841 -0.721216 -5.625673 0.045 0.074 -0.025
Cl 5.152343 0.835968 -3.324000 0.003 0.048 -0.223
Cl 4.711717 1.851617 -5.991590 0.004 -0.033 -0.008
Cl 3.172202 -0.389629 -5.003543 0.254 0.154 0.016
C -6.982994 -6.296018 8.695183 0.035 -0.059 -0.054
Cl -8.689455 -5.842894 8.781398 0.034 -0.007 -0.003
Cl -6.219809 -6.017579 10.265200 -0.015 -0.005 -0.032
Cl -6.849098 -8.007976 8.270734 -0.008 0.037 0.017
Cl -6.175551 -5.314463 7.466382 -0.364 -0.413 0.482
C 1.151537 10.716153 3.322459 0.013 -0.068 0.046
Cl 1.938504 9.356702 4.120294 -0.070 0.361 0.278
Cl 0.912077 12.034475 4.481541 -0.004 -0.002 -0.034
Cl 2.166394 11.283630 1.989224 -0.021 -0.005 0.019
Cl -0.415005 10.198409 2.689005 0.025 0.012 0.007
C 1.059342 -3.965381 -10.053377 0.003 0.056 0.094
Cl 2.594259 -4.719307 -10.504965 -0.030 0.004 -0.006
Cl 1.303363 -2.930263 -8.645157 -0.007 -0.042 -0.045
Cl 0.460065 -2.994430 -11.405401 0.011 -0.023 0.014
Cl -0.120006 -5.224094 -9.663562 0.097 0.008 -0.254
```
Positions in Å, forces in eV/Å.

These are the Löwdin partial charges, in e, on atoms 1 to 2: C -0.202; C -0.265